# 1
ORCA calculation (ωB97M-V/def2-TZVPD) on a cluster of 2 separate species, C9H14O in total in a non-equilibrium geometry.

Values from the calculation:
Relative energy (zero: lowest compared OMol25 entry of this formula, charge and spin): 0.386 eV
HOMO: -8.36 eV
DFT total energy: -426.55858 Eh
Kohn-Sham gap: 9.3 eV
2S+1: 1
LUMO energy: 0.899 eV

Cartesian coordinates (Å):
C  2.493  -2.205  -2.064
C  1.821  -0.992  -1.479
C  2.001  -0.626  -0.160
C  1.312  0.462  0.375
C  0.431  1.169  -0.423
O  -0.390  2.136  0.084
C  0.276  0.856  -1.764
C  0.946  -0.253  -2.257
H  1.767  -3.025  -2.192
H  3.270  -2.614  -1.425
H  2.843  -2.037  -3.079
H  2.760  -1.065  0.479
H  1.521  0.786  1.390
H  -0.407  2.231  1.052
H  -0.449  1.453  -2.285
H  0.743  -0.547  -3.276
C  -3.125  1.103  2.172
C  -2.118  -0.044  2.029
H  -2.911  1.981  1.559
H  -4.128  0.723  2.004
H  -3.112  1.513  3.176
H  -1.871  -0.498  2.999
H  -2.515  -0.823  1.393
H  -1.156  0.317  1.689

Atomic partial charges in e from the Löwdin method, atoms 1 to 4:
1 C -0.060
2 C -0.296
3 C -0.046
4 C -0.036

***

# 2
ORCA calculation (ωB97M-V/def2-TZVPD) on a cluster of 2 separate species, C9H14O in total in a non-equilibrium geometry.

Values from the calculation:
Relative energy (zero: lowest compared OMol25 entry of this formula, charge and spin): 2.553 eV
HOMO: -8.16 eV
DFT total energy: -426.47898 Eh
Kohn-Sham gap: 9.0 eV
2S+1: 1
LUMO energy: 0.829 eV

Cartesian coordinates (Å):
C  -0.419  0.839  2.529
C  0.234  0.545  1.354
C  0.785  1.627  0.632
C  1.577  1.239  -0.453
C  1.727  -0.119  -0.804
O  2.741  -0.659  -1.488
C  1.025  -1.162  -0.289
C  0.255  -0.709  0.791
H  -0.035  1.774  3.034
H  -0.175  0.135  3.354
H  -1.593  0.880  2.641
H  0.587  2.614  0.767
H  2.030  1.970  -1.209
H  3.095  -0.041  -2.158
H  1.254  -2.169  -0.643
H  -0.473  -1.404  1.345
C  -2.905  -0.060  -0.639
C  -3.501  -1.298  -1.351
H  -3.257  1.004  -0.895
H  -3.141  -0.303  0.381
H  -1.838  0.194  -0.940
H  -3.715  -1.251  -2.471
H  -4.503  -1.452  -0.796
H  -2.849  -2.094  -1.123

Atomic partial charges in e from the Löwdin method, atoms 1 to 4:
1 C -0.121
2 C -0.381
3 C -0.011
4 C -0.013

***

# 3
ORCA calculation (ωB97M-V/def2-TZVPD) on a cluster of 2 separate species, C9H14O in total in a non-equilibrium geometry.

Values from the calculation:
Relative energy (zero: lowest compared OMol25 entry of this formula, charge and spin): 0.708 eV
HOMO: -8.53 eV
DFT total energy: -426.54677 Eh
Kohn-Sham gap: 9.4 eV
2S+1: 1
LUMO energy: 0.889 eV

Cartesian coordinates (Å):
C  0.741  1.616  2.214
C  0.077  1.495  0.878
C  -0.099  2.628  0.041
C  -0.724  2.609  -1.178
C  -1.159  1.353  -1.646
O  -1.754  1.254  -2.890
C  -1.081  0.272  -0.820
C  -0.454  0.315  0.418
H  0.358  0.796  2.824
H  0.597  2.604  2.640
H  1.816  1.433  2.099
H  0.245  3.586  0.426
H  -1.140  3.501  -1.625
H  -2.394  0.536  -2.828
H  -1.604  -0.617  -1.164
H  -0.464  -0.500  1.135
C  0.454  -2.882  -0.705
C  1.324  -2.862  0.594
H  -0.285  -3.667  -0.810
H  -0.061  -1.933  -0.791
H  1.186  -2.897  -1.516
H  1.428  -1.848  0.963
H  2.231  -3.400  0.370
H  0.762  -3.392  1.371

Atomic partial charges in e from the Löwdin method, atoms 1 to 4:
1 C -0.051
2 C -0.285
3 C -0.047
4 C -0.010

***

# 4
ORCA calculation (ωB97M-V/def2-TZVPD) on a cluster of 2 separate species, C9H14O in total in a non-equilibrium geometry.

Values from the calculation:
Relative energy (zero: lowest compared OMol25 entry of this formula, charge and spin): 1.072 eV
HOMO: -8.44 eV
DFT total energy: -426.53338 Eh
Kohn-Sham gap: 9.3 eV
2S+1: 1
LUMO energy: 0.868 eV

Cartesian coordinates (Å):
C  -0.586  -2.416  -1.370
C  -0.569  -1.392  -0.236
C  0.570  -1.159  0.497
C  0.603  -0.160  1.484
C  -0.475  0.684  1.578
O  -0.469  1.831  2.339
C  -1.637  0.488  0.810
C  -1.631  -0.468  -0.175
H  -0.748  -1.895  -2.302
H  -1.434  -3.094  -1.204
H  0.284  -3.041  -1.301
H  1.400  -1.851  0.438
H  1.553  0.170  1.877
H  0.382  1.865  2.811
H  -2.310  1.324  0.875
H  -2.498  -0.714  -0.782
C  0.945  1.304  -2.055
C  2.423  0.928  -1.718
H  0.520  2.300  -2.013
H  0.807  0.924  -3.070
H  0.315  0.516  -1.626
H  3.037  1.810  -1.569
H  2.637  0.153  -2.449
H  2.451  0.473  -0.720

Atomic partial charges in e from the Löwdin method, atoms 1 to 4:
1 C -0.045
2 C -0.304
3 C -0.075
4 C -0.032

***

# 5
ORCA calculation (ωB97M-V/def2-TZVPD) on a cluster of 2 separate species, C9H14O in total in a non-equilibrium geometry.

Values from the calculation:
Relative energy (zero: lowest compared OMol25 entry of this formula, charge and spin): 2.657 eV
HOMO: -8.27 eV
DFT total energy: -426.47515 Eh
Kohn-Sham gap: 9.0 eV
2S+1: 1
LUMO energy: 0.734 eV

Cartesian coordinates (Å):
C  1.573  -1.284  2.532
C  0.369  -0.560  1.868
C  -0.962  -1.149  2.010
C  -1.921  -0.520  1.335
C  -1.607  0.603  0.601
O  -2.720  1.195  0.051
C  -0.422  1.243  0.470
C  0.711  0.474  0.957
H  1.227  -2.048  3.355
H  2.038  -0.492  3.056
H  2.216  -1.925  1.940
H  -0.884  -2.002  2.706
H  -2.945  -0.792  1.454
H  -2.391  1.818  -0.709
H  -0.211  1.975  -0.205
H  1.643  0.746  0.749
C  2.042  -0.777  -4.014
C  1.765  0.785  -3.897
H  1.283  -1.417  -3.837
H  2.495  -0.737  -4.917
H  2.713  -1.098  -3.207
H  1.289  1.045  -4.935
H  2.722  1.330  -4.050
H  1.279  1.149  -2.981

Atomic partial charges in e from the Löwdin method, atoms 1 to 4:
1 C -0.074
2 C -0.236
3 C -0.028
4 C -0.047

***

# 6
ORCA calculation (ωB97M-V/def2-TZVPD) on a cluster of 2 separate species, C9H14O in total in a non-equilibrium geometry.

Values from the calculation:
Relative energy (zero: lowest compared OMol25 entry of this formula, charge and spin): 0.790 eV
HOMO: -8.19 eV
DFT total energy: -426.54374 Eh
Kohn-Sham gap: 9.0 eV
2S+1: 1
LUMO energy: 0.842 eV

Cartesian coordinates (Å):
C  -1.413  -0.833  -1.704
C  -0.585  -0.690  -0.448
C  -1.194  -0.196  0.697
C  -0.571  -0.294  1.933
C  0.621  -0.974  2.055
O  1.342  -1.064  3.206
C  1.226  -1.539  0.925
C  0.702  -1.209  -0.302
H  -0.819  -1.320  -2.474
H  -1.817  0.158  -1.958
H  -2.319  -1.385  -1.520
H  -2.188  0.228  0.624
H  -1.085  0.118  2.793
H  1.117  -0.458  3.919
H  2.083  -2.124  1.158
H  1.285  -1.289  -1.216
C  -0.426  3.076  -2.971
C  0.518  2.335  -2.012
H  -0.627  2.454  -3.839
H  -1.333  3.414  -2.471
H  0.136  3.939  -3.340
H  1.075  2.988  -1.352
H  1.216  1.650  -2.495
H  -0.069  1.667  -1.373

Atomic partial charges in e from the Löwdin method, atoms 1 to 4:
1 C -0.049
2 C -0.314
3 C -0.061
4 C -0.032

***

# 7
ORCA calculation (ωB97M-V/def2-TZVPD) on a cluster of 2 separate species, C9H14O in total.

Values from the calculation:
Relative energy (zero: lowest compared OMol25 entry of this formula, charge and spin): 0.277 eV
HOMO: -8.52 eV
DFT total energy: -426.56261 Eh
Kohn-Sham gap: 9.4 eV
2S+1: 1
LUMO energy: 0.832 eV

Cartesian coordinates (Å):
C  0.243  3.213  2.241
C  0.016  1.797  1.798
C  -0.615  0.885  2.647
C  -0.890  -0.401  2.229
C  -0.584  -0.768  0.917
O  -0.763  -2.058  0.489
C  -0.012  0.140  0.043
C  0.342  1.392  0.512
H  -0.417  3.882  1.681
H  1.270  3.521  2.060
H  0.098  3.322  3.320
H  -0.880  1.189  3.648
H  -1.420  -1.121  2.849
H  -1.641  -2.416  0.732
H  0.182  -0.256  -0.957
H  0.834  2.091  -0.148
C  1.306  -2.322  -4.255
C  0.556  -1.072  -4.693
H  2.330  -2.261  -4.617
H  1.341  -2.479  -3.176
H  0.904  -3.236  -4.695
H  -0.519  -1.148  -4.502
H  0.742  -0.827  -5.740
H  0.863  -0.187  -4.109

Atomic partial charges in e from the Löwdin method, atoms 1 to 4:
1 C -0.060
2 C -0.291
3 C -0.050
4 C -0.022

***

# 8
ORCA calculation (ωB97M-V/def2-TZVPD) on a cluster of 2 separate species, C9H14O in total in a non-equilibrium geometry.

Values from the calculation:
Relative energy (zero: lowest compared OMol25 entry of this formula, charge and spin): 1.059 eV
HOMO: -8.81 eV
DFT total energy: -426.53388 Eh
Kohn-Sham gap: 9.7 eV
2S+1: 1
LUMO energy: 0.913 eV

Cartesian coordinates (Å):
C  2.683  0.290  -2.000
C  1.643  -0.211  -1.030
C  0.283  -0.019  -1.388
C  -0.694  -0.584  -0.624
C  -0.356  -1.294  0.559
O  -1.416  -2.043  1.069
C  0.947  -1.541  0.870
C  1.955  -1.054  0.017
H  3.034  -0.355  -2.802
H  3.553  0.771  -1.533
H  2.297  1.229  -2.434
H  -0.036  0.555  -2.248
H  -1.712  -0.601  -0.986
H  -1.651  -1.716  1.931
H  1.288  -2.258  1.615
H  2.995  -1.297  0.233
C  -1.733  3.025  0.538
C  -2.408  2.191  1.610
H  -0.895  3.542  1.018
H  -1.375  2.410  -0.296
H  -2.471  3.631  0.005
H  -2.726  1.222  1.254
H  -3.223  2.813  2.036
H  -1.887  2.090  2.563

Atomic partial charges in e from the Löwdin method, atoms 1 to 4:
1 C -0.070
2 C -0.273
3 C -0.052
4 C -0.031

***

# 9
ORCA calculation (ωB97M-V/def2-TZVPD) on a cluster of 2 separate species, C9H14O in total in a non-equilibrium geometry.

Values from the calculation:
Relative energy (zero: lowest compared OMol25 entry of this formula, charge and spin): 0.721 eV
HOMO: -9.13 eV
DFT total energy: -426.54629 Eh
Kohn-Sham gap: 10.0 eV
2S+1: 1
LUMO energy: 0.819 eV

Cartesian coordinates (Å):
C  1.667  1.056  -1.258
C  0.964  1.177  0.072
C  0.473  2.413  0.506
C  0.058  2.562  1.807
C  0.033  1.456  2.667
C  0.366  0.213  2.191
C  0.911  0.085  0.916
H  0.958  0.791  -2.035
H  2.508  0.374  -1.238
H  2.029  2.038  -1.588
H  0.457  3.178  -0.251
H  -0.365  3.514  2.117
H  -0.189  1.667  3.708
H  0.188  -0.618  2.858
H  1.357  -0.849  0.607
C  -2.437  -2.461  -1.391
C  -0.927  -2.574  -1.343
O  -0.385  -2.566  -2.682
H  -2.954  -3.000  -0.586
H  -2.770  -2.856  -2.339
H  -2.868  -1.458  -1.270
H  -0.375  -1.825  -0.787
H  -0.676  -3.524  -0.914
H  -0.300  -1.637  -2.961

Atomic partial charges in e from the Löwdin method, atoms 1 to 4:
1 C -0.050
2 C -0.284
3 C -0.059
4 C -0.087